1.
Molecular formula: CH23O14
Method: DFT, ωB97M-V/def2-TZVPD

ORCA input file:
```
! RIJCOSX wB97M-V def2-TZVPD def2/J DEFGRID3
* xyz -1 1
O 2.138 -0.964 1.692
C 1.609 0.072 0.927
O 1.814 1.178 1.395
O 0.928 -0.275 -0.125
H 2.360 -0.620 2.564
O -1.878 -1.523 -3.348
H -0.916 -1.416 -3.239
H -2.127 -0.542 -3.396
O 0.856 -1.017 -2.818
H 0.868 -0.450 -2.048
H 0.890 -1.906 -2.490
O 1.895 0.349 4.165
H 0.984 0.235 3.956
H 2.156 1.010 3.454
O 1.823 3.549 -0.260
H 2.199 3.328 -1.126
H 2.210 2.838 0.310
O -0.433 -0.366 3.152
H -0.769 0.225 2.485
H -0.703 -1.224 2.794
O -2.371 1.231 -2.981
H -1.768 1.384 -2.215
H -1.718 1.352 -3.689
O 0.862 -2.987 -0.435
H 1.514 -3.078 0.297
H 0.711 -2.030 -0.428
O -1.721 -2.792 1.530
H -2.179 -2.087 1.083
H -0.938 -2.897 0.997
O -1.180 1.845 1.403
H -1.658 1.760 0.533
H -0.230 2.124 1.374
O -0.159 2.033 -1.543
H -0.112 2.751 -0.890
H 0.158 1.281 -1.015
O -2.058 -0.857 -0.457
H -1.871 -0.912 -1.423
H -1.187 -0.600 -0.182
*
```

The calculation puts the orbital gap at 10.40 eV. Its maximum force is 3.16 eV Å⁻¹.

2.
Molecular formula: C7H14S
Method: DFT, ωB97M-V/def2-TZVPD

ORCA input file:
```
! RIJCOSX wB97M-V def2-TZVPD def2/J DEFGRID3
* xyz 0 1
C -0.141 0.525 -1.154
C -0.671 -0.418 1.330
C 1.540 0.401 0.646
C 1.300 0.821 -0.824
C -0.245 -1.354 2.474
C 1.277 2.311 -0.911
C -2.363 -0.767 -1.063
S -0.659 -0.772 -0.309
H -0.519 0.595 -2.105
H 1.781 1.179 1.432
H 2.006 -0.460 0.758
H 2.241 0.367 -1.362
H 0.759 -1.901 2.320
H -1.087 -2.007 2.576
H -0.212 -0.806 3.463
H 0.427 2.795 -0.360
H 1.217 2.781 -1.974
H 2.010 2.793 -0.462
H -2.135 -1.263 -2.074
H -2.930 -1.497 -0.569
H -2.746 0.266 -0.932
H -0.369 -2.514 -0.977
*
```

The calculation puts the orbital gap (spin up / spin down) at 7.53 / 7.53 eV. Its maximum force is 5.90 eV Å⁻¹.

3.
Molecular formula: C3H5NO
Method: DFT, ωB97M-V/def2-TZVPD

ORCA input file:
```
! RIJCOSX wB97M-V def2-TZVPD def2/J DEFGRID3
* xyz 0 1
O -1.316 -2.022 0.740
C -0.551 -1.451 0.086
C 1.082 -0.064 0.574
N 0.131 0.810 0.152
C -0.626 0.491 -0.930
H 1.491 0.117 1.564
H 1.770 -0.435 -0.177
H -0.362 1.294 0.891
H -1.526 1.081 -1.080
H -0.094 0.178 -1.820
*
```

The calculation puts the orbital gap at 8.74 eV. Its maximum force is 1.32 eV Å⁻¹.

Summary of relative energy (zero: lowest compared OMol25 entry of this formula, charge and spin) in eV
0.000; 10.880; 3.089
(order as listed above)